Record 1
Density functional theory data (ωB97M-V with the def2-TZVPD basis set) for a 2-piece molecular cluster, C5H10O2 overall in a non-equilibrium geometry.

```
17
C5H10O2 | the OMol25 dataset | ωB97M-V with the def2-TZVPD basis set
C -1.63868 -0.82828 2.13826
C -0.87118 -0.42182 0.91610
C 0.47531 -0.47540 1.06532
C 1.29049 -0.27451 -0.18933
C 0.90640 -0.17131 -1.49021
O 1.95059 -0.17409 -2.41502
H -1.54818 0.00468 2.85404
H -2.78413 -1.03070 2.04604
H -1.41180 -1.65576 2.76878
H -1.40542 -0.53780 -0.01358
H 1.06936 -0.31528 1.93821
H 2.23901 -0.36720 0.05398
H -0.04231 -0.16266 -1.87843
H 2.82201 -0.21310 -1.94736
O -0.58264 2.49530 -1.81208
H 0.30500 2.58436 -2.32099
H -0.77382 1.54355 -1.71373
```

The calculation puts the calculated total energy at -9439.0375 eV. Its molar mass is 102.13 g mol⁻¹. As for the HOMO energy: -0.2991 Ha. The maximum force comes out at 5.9 eV Å⁻¹. As for the SMILES: C/C=C/C=C/O.O. Its gap between HOMO and LUMO is 8.73 eV. The calculation puts the LUMO energy at 0.59 eV. As for the spin multiplicity: 1.

***

Record 2
Density functional theory data (ωB97M-V with the def2-TZVPD basis set) for C5H10O2 as an isolated structure.

```
17
C5H10O2 | the OMol25 dataset | ωB97M-V with the def2-TZVPD basis set
C 0.49622 0.61040 2.32206
O -1.45663 -0.14018 0.59880
C -1.39823 0.30674 -0.76698
C -0.20612 -0.62136 -1.03908
C 0.96495 -0.11767 -1.85725
C -0.14135 -0.67826 0.49716
O 0.81968 0.18958 1.00927
H 1.33550 1.20868 2.67897
H 0.34466 -0.24930 2.99211
H -0.41946 1.21185 2.32452
H -1.13889 1.37247 -0.83045
H -2.33863 0.11764 -1.29164
H -0.56615 -1.58408 -1.41671
H 1.78341 -0.84470 -1.87482
H 0.65022 0.05250 -2.89384
H 1.35109 0.82205 -1.45329
H -0.08026 -1.65636 1.00117
```

The calculation puts the calculated total energy at -9440.7926 eV. Its molar mass is 102.13 g mol⁻¹. As for the HOMO energy: -0.3675 Ha. The maximum force comes out at 0.4 eV Å⁻¹. Its gap between HOMO and LUMO is 11.10 eV. The calculation puts the LUMO energy at 1.09 eV. As for the spin multiplicity: 1.

***

Record 3
Density functional theory data (ωB97M-V with the def2-TZVPD basis set) for a 2-piece molecular cluster, C5H10O2 overall in a non-equilibrium geometry.

```
17
C5H10O2 | the OMol25 dataset | ωB97M-V with the def2-TZVPD basis set
C -1.54153 0.03472 0.36786
C -0.93887 -1.27526 0.07175
C -2.87213 0.39635 -0.19599
C 2.76107 1.28629 -0.16303
C 3.12679 0.03371 0.10646
O -0.51865 -0.13833 -0.57584
O 2.41701 -1.04632 -0.27958
H -1.30078 0.47524 1.47741
H -1.56899 -1.91994 -0.57399
H -2.87003 -0.17919 -1.24397
H -3.17228 1.48273 -0.17770
H -3.79968 0.03683 0.33820
H 1.77021 1.59417 -0.42152
H -0.42265 -1.74514 0.91902
H 3.26550 2.11789 0.45382
H 4.14293 -0.28032 0.42127
H 1.52208 -0.87343 -0.52417
```

The calculation puts the calculated total energy at -9434.6339 eV. Its molar mass is 102.13 g mol⁻¹. As for the HOMO energy (alpha / beta): -0.1713 / -0.3940 Ha. The maximum force comes out at 9.4 eV Å⁻¹. Its gap between HOMO and LUMO (alpha / beta) is 5.63 / 9.47 eV. The calculation puts the LUMO energy (alpha / beta) at 0.97 / -1.25 eV. As for the spin multiplicity: 3. The expectation value of S² is 2.005.

***

Record 4
Density functional theory data (ωB97M-V with the def2-TZVPD basis set) for a 2-piece molecular cluster, C5H10O2 overall in a non-equilibrium geometry.

```
17
C5H10O2 | the OMol25 dataset | ωB97M-V with the def2-TZVPD basis set
C 0.47306 -0.53967 0.40582
C -0.80256 0.11318 -0.34075
C 0.62854 0.47490 -0.58637
C -1.59675 0.88735 0.61774
C -1.61475 -0.83263 -1.16528
O 3.47489 -0.08152 0.97311
O 1.31286 1.11437 -1.35529
H 0.57308 -0.25929 1.44308
H 0.84845 -1.52178 0.26126
H -2.64462 0.53570 0.61255
H -1.48491 1.99936 0.51906
H -1.25916 0.61424 1.53209
H -2.26111 -1.62052 -0.69300
H -0.91569 -1.36483 -1.84351
H -2.32381 -0.29343 -1.85365
H 3.99785 0.01504 0.19328
H 3.59460 0.75951 1.27984
```

The calculation puts the calculated total energy at -9436.2133 eV. Its molar mass is 102.13 g mol⁻¹. As for the HOMO energy (alpha / beta): -0.2121 / -0.3670 Ha. The maximum force comes out at 4.1 eV Å⁻¹. Its gap between HOMO and LUMO (alpha / beta) is 6.61 / 8.03 eV. The calculation puts the LUMO energy (alpha / beta) at 0.83 / -1.96 eV. As for the spin multiplicity: 3. The expectation value of S² is 2.009.

***

Record 5
Density functional theory data (ωB97M-V with the def2-TZVPD basis set) for one molecule with the formula C5H10O2S in a non-equilibrium geometry.

```
18
C5H10O2S | the OMol25 dataset | ωB97M-V with the def2-TZVPD basis set
C 1.81724 0.45662 0.75526
C 0.55846 0.78000 0.06992
O 0.42581 2.13266 -0.23394
C -0.80220 0.11958 0.39966
S -0.96051 -1.02376 1.71236
C -0.02969 -0.14729 -0.92333
C 0.41674 -1.53673 -1.37125
O -0.68512 0.39819 -2.05190
H 2.66353 0.34121 0.05847
H 2.11401 1.24133 1.51792
H 1.61985 -0.54466 1.25802
H 1.37529 2.51989 -0.43777
H -1.63397 0.81257 0.31601
H -1.42972 -2.16637 0.97042
H 0.74942 -2.15326 -0.50311
H 1.24417 -1.36210 -2.00422
H -0.42337 -1.92607 -1.93176
H -0.60002 1.33773 -1.93650
```

The calculation puts the calculated total energy at -20275.7983 eV. Its molar mass is 134.20 g mol⁻¹. As for the HOMO energy: -0.3284 Ha. The maximum force comes out at 3.3 eV Å⁻¹. As for the SMILES: C[C@]1(O)[C@H](S)[C@@]1(C)O. Its gap between HOMO and LUMO is 9.54 eV. The calculation puts the LUMO energy at 0.61 eV. As for the spin multiplicity: 1.

***

Record 6
Density functional theory data (ωB97M-V with the def2-TZVPD basis set) for a 2-piece molecular cluster, C5H10O3 overall in a non-equilibrium geometry.

```
18
C5H10O3 | the OMol25 dataset | ωB97M-V with the def2-TZVPD basis set
O -0.59681 2.11137 -1.93502
C -0.14621 1.04216 -1.64350
C 1.33342 0.86516 -1.34920
C 1.75011 -0.45949 -0.68929
C 0.81541 -1.02614 0.36164
C 0.90500 -0.25493 1.68417
O 1.61461 -0.54552 2.58520
H -0.82448 0.17304 -1.51027
H 1.85812 0.96807 -2.29050
H 1.68701 1.68104 -0.71569
H 1.92951 -1.24731 -1.43094
H 2.76462 -0.41059 -0.28000
H -0.23209 -1.17411 0.07690
H 1.05606 -2.05581 0.62778
H 0.26908 0.65893 1.82774
H -5.29881 -0.60316 1.77996
H -4.43777 0.62005 1.47766
O -4.44678 -0.34275 1.42336
```

The total charge is +1. The calculation puts the calculated total energy at -11478.5296 eV. Its molar mass is 118.13 g mol⁻¹. As for the HOMO energy (alpha / beta): -0.5042 / -0.5025 Ha. The maximum force comes out at 1.8 eV Å⁻¹. Its gap between HOMO and LUMO (alpha / beta) is 7.60 / 3.72 eV. The calculation puts the LUMO energy (alpha / beta) at -6.12 / -9.95 eV. As for the spin multiplicity: 2. The expectation value of S² is 0.757.